Here is a cluster of 7 separate species, C25H46BrN2O18 in total in a non-equilibrium geometry from the OMol25 dataset. Energies are from ωB97M-V/def2-TZVPD.

Atoms and positions in Å:
C (7.26, -4.78, 0.72)
C (7.22, -6.24, 1.47)
C (6.00, -7.23, 0.94)
Br (6.32, -7.56, -1.01)
C (4.53, -6.49, 1.27)
C (3.34, -6.94, 0.25)
C (1.94, -6.10, 0.64)
C (2.21, -5.10, 1.91)
N (3.44, -4.90, 2.72)
N (4.58, -5.57, 2.42)
H (6.68, -4.72, -0.29)
H (8.37, -4.39, 0.50)
H (6.78, -3.95, 1.42)
H (7.19, -6.07, 2.65)
H (8.23, -6.85, 1.28)
H (6.02, -8.25, 1.56)
H (3.40, -7.70, -0.64)
H (0.93, -6.23, 0.05)
H (1.27, -4.44, 2.23)
H (3.44, -4.23, 3.55)
C (-0.90, -1.27, -1.08)
O (-2.22, -1.70, -0.74)
C (-2.26, -2.62, 0.26)
O (-1.30, -3.08, 0.85)
O (-3.57, -2.93, 0.48)
C (-3.77, -3.90, 1.51)
H (-0.98, -0.54, -1.89)
H (-0.42, -0.79, -0.23)
H (-0.31, -2.12, -1.45)
H (-3.40, -3.52, 2.47)
H (-3.29, -4.84, 1.25)
H (-4.84, -4.07, 1.60)
C (-5.14, -1.82, -2.28)
O (-5.59, -0.82, -1.37)
C (-5.94, 0.35, -1.97)
O (-5.90, 0.59, -3.16)
O (-6.35, 1.21, -1.00)
C (-6.76, 2.49, -1.48)
H (-4.88, -2.71, -1.70)
H (-5.93, -2.09, -2.99)
H (-4.24, -1.49, -2.81)
H (-7.61, 2.39, -2.15)
H (-5.92, 3.00, -1.97)
H (-7.06, 3.09, -0.61)
C (-3.05, 7.39, -4.50)
O (-2.58, 6.17, -5.07)
C (-3.32, 5.08, -4.75)
O (-4.31, 5.07, -4.04)
O (-2.76, 4.00, -5.35)
C (-3.44, 2.77, -5.10)
H (-2.39, 8.20, -4.82)
H (-4.06, 7.62, -4.85)
H (-3.03, 7.34, -3.40)
H (-4.46, 2.82, -5.48)
H (-3.43, 2.54, -4.03)
H (-2.91, 1.98, -5.63)
C (6.12, -3.63, 5.01)
O (6.02, -2.69, 6.08)
C (6.29, -1.41, 5.72)
O (6.61, -1.03, 4.60)
O (6.15, -0.63, 6.82)
C (6.41, 0.76, 6.59)
H (5.88, -4.62, 5.41)
H (5.41, -3.40, 4.22)
H (7.15, -3.66, 4.62)
H (5.71, 1.17, 5.86)
H (7.44, 0.91, 6.26)
H (6.27, 1.29, 7.53)
C (7.62, 2.65, 2.86)
O (7.52, 3.59, 3.92)
C (7.79, 4.87, 3.57)
O (8.11, 5.25, 2.45)
O (7.65, 5.66, 4.66)
C (7.91, 7.04, 4.44)
H (7.38, 1.66, 3.26)
H (6.91, 2.88, 2.06)
H (8.65, 2.63, 2.47)
H (7.21, 7.45, 3.70)
H (8.94, 7.19, 4.11)
H (7.77, 7.57, 5.38)
C (-10.01, 1.37, -5.14)
O (-10.46, 2.37, -4.23)
C (-10.81, 3.54, -4.82)
O (-10.77, 3.78, -6.02)
O (-11.22, 4.39, -3.85)
C (-11.62, 5.68, -4.33)
H (-9.75, 0.47, -4.55)
H (-10.80, 1.10, -5.84)
H (-9.11, 1.70, -5.66)
H (-12.48, 5.58, -5.01)
H (-10.79, 6.18, -4.83)
H (-11.93, 6.28, -3.47)

## Properties
* net charge: +1
* multiplicity: 1
* DFT total energy: -5017.53662 a.u.